12
Properties=species:S:1:pos:R:3 method="wB97M-V/def2-TZVPD" orbital_gap_ev=9.947 smiles="C=N/C=C/C" relative_energy_kcal_mol=30.8
C -1.312 -1.610 -0.457
C -0.845 -0.353 0.214
N 0.542 1.550 0.456
H 0.557 0.218 -1.239
H -1.242 -0.100 1.191
H -2.378 -1.788 -0.302
H -1.115 -1.581 -1.530
C 0.162 0.380 -0.238
H 2.083 2.696 1.144
C 1.760 1.811 0.588
H -0.831 -2.485 -0.012
H 2.619 1.262 0.186